1.
{"formula": "C36H26BrN7O2PReS", "method": "ωB97M-V/def2-TZVPD", "symbols": ["Re", "O", "C", "O", "C", "C", "C", "C", "C", "C", "P", "C", "C", "C", "C", "C", "C", "C", "C", "C", "C", "C", "C", "H", "H", "H", "H", "H", "H", "H", "H", "H", "H", "H", "H", "H", "H", "N", "C", "C", "C", "C", "C", "C", "N", "C", "C", "C", "S", "C", "N", "H", "H", "H", "H", "H", "H", "H", "N", "C", "N", "C", "N", "Br", "C", "C", "C", "C", "C", "N", "H", "H", "H", "H", "H"], "positions_angstrom": [[-0.09797, 0.07373, 0.64755], [1.99446, 3.48640, 1.84839], [1.58529, 2.62075, 1.00189], [0.87184, 1.61885, 1.31611], [2.00778, 2.85005, -0.46031], [2.81206, 3.99588, -0.70475], [3.27531, 4.34048, -1.97413], [2.94865, 3.54350, -3.05536], [2.16167, 2.40991, -2.85640], [1.67413, 2.03560, -1.57526], [0.64488, 0.51610, -1.49435], [1.79203, -0.73187, -2.13394], [2.68139, -1.30071, -1.20203], [3.60514, -2.27797, -1.57855], [3.65594, -2.70892, -2.89957], [2.79240, -2.15239, -3.84092], [1.87359, -1.16612, -3.46187], [-0.70707, 0.79588, -2.66769], [-1.34935, -0.26371, -3.32655], [-2.45224, -0.04057, -4.15944], [-2.95680, 1.24645, -4.32296], [-2.36393, 2.30773, -3.64806], [-1.25725, 2.08083, -2.82457], [3.08211, 4.63682, 0.13603], [3.88725, 5.22727, -2.10213], [3.30002, 3.79476, -4.05036], [1.91887, 1.80783, -3.72900], [2.65970, -0.97069, -0.16121], [4.28017, -2.69127, -0.83458], [4.37227, -3.46976, -3.19454], [2.83522, -2.47987, -4.87557], [1.23230, -0.73649, -4.22542], [-1.01227, -1.28689, -3.17509], [-2.92953, -0.87929, -4.65766], [-3.82522, 1.41921, -4.95141], [-2.76904, 3.31202, -3.73511], [-0.84544, 2.92490, -2.27152], [-2.52877, 0.18372, 3.95724], [-1.64247, -0.64732, 4.59681], [-1.62671, -1.20552, 5.87672], [-0.53568, -2.02530, 6.18964], [0.48202, -2.26803, 5.26310], [0.44153, -1.69523, 3.98540], [-0.64224, -0.87087, 3.65114], [-0.90872, -0.20197, 2.48066], [-2.04021, 0.41179, 2.70803], [-2.57353, 1.21246, 1.62147], [-3.72409, 1.95875, 1.56745], [-3.82539, 2.68854, 0.01250], [-2.33739, 1.93633, -0.41477], [-1.77785, 1.18833, 0.51038], [-3.38273, 0.55529, 4.34279], [-2.41475, -1.01912, 6.59779], [-0.47847, -2.48347, 7.17524], [1.31773, -2.90915, 5.53355], [1.22668, -1.87809, 3.26028], [-4.48487, 2.11601, 2.31655], [-1.89234, 2.07497, -1.39138], [1.02931, 0.10660, 2.28855], [1.96170, 0.11271, 2.98072], [3.15745, 0.11879, 3.80834], [2.78354, 0.16943, 5.21273], [2.52927, 0.20953, 6.34508], [0.09710, -2.94519, 2.04550], [-1.02579, -2.75444, 0.52891], [-1.71581, -3.86493, 0.06330], [-2.53694, -3.71268, -1.05061], [-2.63854, -2.46480, -1.65535], [-1.91089, -1.41490, -1.11848], [-1.10698, -1.53164, -0.04017], [-1.62263, -4.82953, 0.54970], [-3.09225, -4.56010, -1.44281], [-3.26931, -2.31277, -2.52425], [-1.95693, -0.42115, -1.55524], [1.28760, -0.91546, 0.92379]], "mulliken_charge": [0.824, -0.747, 0.021, -0.288, 0.746, -0.791, -0.645, -0.758, -0.751, 0.333, 2.313, 0.750, -0.507, -0.899, -0.541, -0.806, -0.300, -0.664, -0.690, -1.374, -0.789, -0.526, -0.780, 0.507, 0.420, 0.445, 0.361, 0.274, 0.477, 0.410, 0.436, 0.385, 1.425, 0.538, 0.434, 0.506, 0.615, -0.050, 0.575, -1.128, -0.556, -1.246, 0.022, 0.452, 0.683, 0.067, -0.227, -0.551, -0.144, 0.771, 0.471, 0.248, 0.449, 0.431, 0.447, 0.359, 0.489, -1.072, -0.240, 0.774, -0.786, 0.377, -0.544, 0.179, 0.544, -0.844, -0.590, -0.900, 0.274, 0.481, 0.487, 0.433, 0.505, 0.397, -0.399], "relative_energy_ev": 3.404, "lumo_ev": [-3.5890, -4.4708], "charge": 1, "homo_energy_ha": [-0.365, -0.364], "orbital_gap_ev": [6.3, 5.4], "spin_multiplicity": 2}

=====

2.
{"formula": "C36H27BIIrN3O2S2", "method": "ωB97M-V/def2-TZVPD", "symbols": ["Ir", "S", "C", "C", "C", "C", "C", "C", "N", "C", "C", "C", "C", "C", "C", "C", "H", "H", "H", "H", "H", "H", "H", "H", "N", "S", "C", "C", "C", "C", "C", "C", "C", "C", "C", "C", "C", "C", "H", "H", "H", "H", "H", "H", "H", "H", "H", "H", "H", "O", "B", "O", "C", "C", "C", "C", "C", "C", "H", "H", "H", "H", "I", "C", "C", "C", "C", "C", "N", "H", "H", "H", "H"], "positions_angstrom": [[-2.03708, 0.15783, 0.24362], [-6.26190, 1.26226, 1.38894], [-6.38384, 0.63702, -0.22986], [-7.51746, 0.48931, -1.02208], [-7.35033, -0.00957, -2.29849], [-6.08028, -0.34494, -2.78135], [-4.95543, -0.19578, -1.99722], [-5.11692, 0.29294, -0.70472], [-4.10516, 0.52063, 0.22048], [-4.56836, 1.03229, 1.34482], [-3.60138, 1.37330, 2.37285], [-3.90037, 2.02214, 3.56381], [-2.86616, 2.37389, 4.41662], [-1.55330, 2.09435, 4.05891], [-1.26103, 1.43642, 2.86810], [-2.28265, 1.04553, 2.01252], [-8.49645, 0.76460, -0.65512], [-8.21352, -0.13388, -2.93721], [-5.97688, -0.72052, -3.79061], [-3.97209, -0.43596, -2.37394], [-4.92454, 2.26428, 3.82181], [-3.08117, 2.87852, 5.34816], [-0.74269, 2.39551, 4.71074], [-0.23184, 1.24560, 2.59902], [-0.15523, -0.19925, 0.28174], [2.37731, 1.69556, 1.48229], [3.03318, 1.37099, 3.10554], [2.32175, 0.57477, 3.99452], [2.79875, 0.37073, 5.28338], [3.99344, 0.94875, 5.68000], [4.71369, 1.73334, 4.78638], [4.23312, 1.95171, 3.50743], [3.63617, 0.94943, 0.46959], [4.09983, -0.33922, 0.72000], [5.07724, -0.89467, -0.09084], [5.59681, -0.17066, -1.15672], [5.12462, 1.10792, -1.41380], [4.14325, 1.66742, -0.60735], [0.39163, -0.48304, 1.08378], [1.39959, 0.10241, 3.68123], [2.23815, -0.24861, 5.97092], [4.36715, 0.78889, 6.68228], [5.64756, 2.18514, 5.09275], [4.78389, 2.57349, 2.81320], [3.71045, -0.89586, 1.56403], [5.44259, -1.89177, 0.11940], [6.37099, -0.60037, -1.77895], [5.53580, 1.68452, -2.23267], [3.78705, 2.67239, -0.79372], [0.79974, -2.14672, -1.01310], [0.16491, -0.74880, -1.03817], [1.17752, 0.01602, -1.87737], [2.00856, -0.83792, -2.39456], [2.98917, -0.60632, -3.36606], [3.73413, -1.68811, -3.74696], [3.54593, -2.98562, -3.17778], [2.58993, -3.23938, -2.23266], [1.79146, -2.15319, -1.85054], [3.13031, 0.38008, -3.78159], [4.49806, -1.57238, -4.50374], [4.18297, -3.78894, -3.52220], [2.43327, -4.21844, -1.80446], [-2.37277, -2.78450, 0.03102], [-1.90763, -2.04170, -1.86081], [-2.51222, -2.55041, -2.96884], [-2.44742, -1.86075, -4.18802], [-1.86945, -0.57057, -4.17167], [-1.28168, -0.07859, -3.05734], [-1.19110, -0.81988, -1.85217], [-3.07427, -3.47042, -2.88217], [-2.85991, -2.28423, -5.09000], [-1.89766, 0.05499, -5.05338], [-0.81978, 0.89602, -3.02166]], "mulliken_charge": [0.367, -0.308, 0.676, -0.638, -0.515, -0.739, 0.133, -0.732, 0.026, 1.092, 0.547, -0.842, -0.875, -0.706, 0.061, -0.445, 0.416, 0.399, 0.451, 0.601, 0.416, 0.390, 0.495, 0.206, 0.081, -0.136, -0.125, 0.252, -0.787, -0.433, -0.604, -0.256, 0.390, -0.536, -0.696, -0.396, -0.763, -0.301, 0.159, 0.508, 0.425, 0.384, 0.395, 0.435, 0.467, 0.455, 0.478, 0.452, 0.462, -0.673, 0.965, -0.591, 0.903, -0.861, -0.663, -0.482, -1.053, 0.809, 0.599, 0.471, 0.452, 0.546, 0.131, -0.055, -0.569, -0.694, -0.821, -0.955, 0.712, 0.475, 0.472, 0.473, 0.622], "relative_energy_ev": 0.000, "lumo_ev": [-2.6372, -5.2187], "charge": 1, "homo_energy_ha": [-0.329, -0.382], "orbital_gap_ev": [6.3, 5.2], "spin_multiplicity": 5}

=====

3.
{"formula": "C36H27Co2N2O5P", "method": "ωB97M-V/def2-TZVPD", "symbols": ["O", "C", "Co", "C", "O", "C", "O", "C", "C", "C", "C", "C", "C", "C", "C", "C", "Co", "C", "O", "C", "O", "P", "C", "C", "C", "C", "C", "C", "C", "C", "C", "C", "C", "C", "C", "C", "C", "C", "C", "C", "H", "H", "H", "H", "H", "H", "H", "H", "H", "H", "H", "H", "H", "H", "H", "H", "H", "H", "H", "H", "H", "H", "C", "C", "N", "C", "C", "N", "H", "H", "H", "H", "H"], "positions_angstrom": [[4.14297, 1.08946, -0.53047], [3.02165, 1.20897, 0.05932], [1.43606, 0.09992, -0.31092], [2.29696, -0.98192, 0.76360], [2.96775, -1.58452, 1.50370], [0.31230, 1.21493, 0.38738], [-0.37212, 2.01831, 0.88434], [1.05609, -0.02812, -2.12052], [2.37400, -0.11433, -1.80796], [3.76098, 0.04079, -2.03171], [4.72732, -1.06530, -1.78855], [6.06166, -0.93134, -2.19055], [7.02288, -1.84125, -1.75092], [6.67026, -2.89772, -0.89880], [5.32686, -3.07792, -0.57472], [4.35304, -2.22185, -1.10367], [0.40367, -1.69464, -1.54319], [0.84391, -2.94446, -0.43362], [1.01117, -3.85961, 0.26692], [0.11195, -2.37718, -3.08891], [-0.15459, -2.87765, -4.10383], [-1.52965, -1.26354, -0.90114], [-1.91055, -1.12013, 0.88882], [-3.23101, -0.96924, 1.33821], [-3.49275, -0.81922, 2.70520], [-2.44588, -0.85698, 3.63161], [-1.13595, -1.07429, 3.19689], [-0.88267, -1.23444, 1.83051], [-2.16878, 0.27149, -1.70166], [-2.80545, 1.28170, -0.96859], [-3.20187, 2.46312, -1.60590], [-2.94803, 2.65087, -2.96544], [-2.33394, 1.63892, -3.70778], [-1.95485, 0.44778, -3.07893], [-2.80289, -2.50924, -1.37436], [-3.91706, -2.20018, -2.16568], [-4.86979, -3.18617, -2.44875], [-4.70836, -4.48246, -1.95272], [-3.58767, -4.79910, -1.17712], [-2.63525, -3.81670, -0.88912], [0.54237, 0.67430, -2.77374], [4.08263, 0.81358, -2.72749], [6.31591, -0.09820, -2.85066], [8.05615, -1.72859, -2.08042], [7.43756, -3.56732, -0.49643], [5.01557, -3.89589, 0.07323], [3.28961, -2.47377, -1.03444], [-4.04820, -0.96479, 0.61749], [-4.51839, -0.67519, 3.04147], [-2.64193, -0.72367, 4.69509], [-0.30248, -1.12276, 3.90437], [0.14195, -1.45977, 1.50181], [-3.00199, 1.13907, 0.08997], [-3.70718, 3.23266, -1.02312], [-3.23420, 3.58109, -3.45265], [-2.13472, 1.76249, -4.77297], [-1.46855, -0.34239, -3.66332], [-4.04482, -1.19156, -2.55708], [-5.74037, -2.93039, -3.05264], [-5.45398, -5.24806, -2.16669], [-3.44936, -5.80932, -0.78807], [-1.76043, -4.06394, -0.27975], [3.10596, 1.34477, 3.02194], [2.79302, 2.50535, 2.17521], [2.46877, 3.72742, 2.50054], [2.32601, 4.47754, 1.33241], [2.53048, 3.65583, 0.25140], [2.85442, 2.38446, 0.76746], [3.91302, 0.76126, 2.55825], [3.41501, 1.68709, 4.02011], [2.22040, 0.70410, 3.14536], [2.09035, 5.54236, 1.31818], [2.48580, 3.82642, -0.80338]], "mulliken_charge": [-0.594, -0.625, 0.664, -0.146, -0.451, 0.194, -0.510, -1.311, 2.258, -1.153, 1.151, -0.884, -0.364, -0.545, -0.543, 0.155, 0.584, 0.228, -0.590, -0.253, -0.537, 1.575, -0.102, -0.543, -0.688, -0.613, -0.799, -0.156, 0.320, -0.748, -0.583, -0.655, -0.562, -0.537, 0.501, -0.151, -0.633, -0.518, -0.694, -0.363, 0.354, 0.022, 0.300, 0.322, 0.324, 0.389, -0.038, 0.507, 0.364, 0.354, 0.381, 0.120, 0.419, 0.352, 0.329, 0.402, 0.317, 0.282, 0.381, 0.332, 0.376, 0.304, -0.857, 0.949, -0.906, -0.643, -0.270, 0.571, 0.257, 0.396, -0.011, 0.394, 0.450], "relative_energy_ev": 0.000, "lumo_ev": 4.4405, "charge": -2, "homo_energy_ha": 0.033, "orbital_gap_ev": 3.5, "spin_multiplicity": 1}

=====

The records above give, respectively, total energy values of -5312.53045, -2925.88758, -4980.46153 hartree.
The records above give, respectively, max |F| values of 7.24, 0.68, 5.74 eV/Å.